42
Properties=species:S:1:pos:R:3 method="wB97M-V/def2-TZVPD" s_squared=8.79 max_force_ev_per_a=0.8 charge=+2 de_lowest_kj_mol=4.66 spin_multiplicity=6
Ir -1.15 0.34 0.21
Cl 3.20 -1.63 -1.77
C 1.63 -2.22 -2.01
C 1.38 -3.26 -2.88
C 0.09 -3.74 -3.07
Cl -0.17 -5.01 -4.15
C -1.04 -3.18 -2.37
C -2.37 -3.62 -2.49
C -3.35 -2.99 -1.76
C -3.02 -1.93 -0.92
N -1.76 -1.51 -0.79
C -0.79 -2.12 -1.50
C 0.56 -1.60 -1.28
O 0.74 -0.65 -0.47
H 2.20 -3.70 -3.43
H -2.61 -4.44 -3.15
H -4.38 -3.31 -1.83
H -3.78 -1.41 -0.35
C -0.09 3.60 3.09
N 0.91 2.52 3.04
C 2.26 2.69 3.17
C 2.83 1.47 3.05
N 1.82 0.56 2.85
C 2.00 -0.88 2.74
C 0.66 1.22 2.83
Se -1.07 0.47 2.63
H 0.39 4.45 3.57
H -0.93 3.27 3.70
H -0.41 3.85 2.09
H 2.70 3.66 3.34
H 3.86 1.17 3.11
H 3.06 -1.09 2.76
H 1.57 -1.23 1.80
H 1.52 -1.38 3.59
F 0.62 2.96 -2.80
C -0.61 2.57 -2.54
F -1.46 3.17 -3.34
F -0.69 1.24 -2.72
S -1.02 2.95 -0.78
O -1.13 4.35 -0.63
O 0.06 2.24 -0.02
O -2.24 2.11 -0.52


42
Properties=species:S:1:pos:R:3 method="wB97M-V/def2-TZVPD" max_force_ev_per_a=1.0 charge=-2 de_lowest_kj_mol=140.37 spin_multiplicity=1
Co -0.85 -0.03 1.20
N -0.09 -2.86 2.68
C -0.04 -2.97 1.36
N 0.54 -4.04 0.80
C 0.51 -4.09 -0.52
N 1.06 -5.18 -1.12
N -0.04 -3.17 -1.34
C -0.57 -2.15 -0.68
N -0.64 -2.00 0.62
C -1.15 -1.00 -1.46
C -1.27 -1.03 -2.83
C -1.85 0.07 -3.45
C -2.30 1.12 -2.67
C -2.11 1.07 -1.29
N -1.52 0.03 -0.71
H 0.57 -3.42 3.20
H -0.37 -1.96 3.08
H 1.73 -5.67 -0.56
H 1.31 -5.04 -2.09
H -0.92 -1.89 -3.38
H -1.96 0.10 -4.53
H -2.77 1.99 -3.10
H -2.41 1.87 -0.63
O 3.26 0.04 1.10
C 2.11 0.43 0.90
O 1.07 -0.21 1.26
C 1.91 1.71 0.11
C 2.97 2.11 -0.71
C 2.90 3.25 -1.49
C 1.75 4.03 -1.44
C 0.69 3.65 -0.63
C 0.73 2.48 0.16
S -0.68 2.20 1.17
H 3.85 1.49 -0.69
H 3.74 3.53 -2.12
H 1.67 4.93 -2.04
H -0.20 4.26 -0.58
S -0.30 2.45 6.23
Sb -2.07 2.46 4.75
S -2.88 -0.20 2.08
S -1.43 -0.08 3.48
S -3.95 1.70 5.88


39
Properties=species:S:1:pos:R:3 method="wB97M-V/def2-TZVPD" s_squared=6.03 max_force_ev_per_a=0.2 charge=-2 de_lowest_kj_mol=0.00 spin_multiplicity=5
Cr 1.52 -2.17 0.35
C -0.69 4.71 0.20
Si 0.43 3.31 -0.42
C 2.19 3.91 -0.18
C 0.03 3.09 -2.23
C 0.03 1.80 0.61
C -0.93 1.83 1.60
C -1.24 0.68 2.34
C -0.55 -0.47 2.03
N 0.39 -0.54 1.09
C 0.71 0.57 0.37
S 1.93 0.37 -0.81
H -0.49 5.62 -0.37
H -0.51 4.94 1.25
H -1.74 4.47 0.08
H 2.38 4.80 -0.79
H 2.89 3.13 -0.47
H 2.37 4.17 0.87
H 0.24 4.00 -2.79
H -1.03 2.84 -2.36
H 0.62 2.27 -2.64
H -1.47 2.75 1.81
H -1.99 0.68 3.11
H -0.75 -1.40 2.55
S 5.34 -4.30 1.72
C 3.96 -3.49 1.22
S 3.11 -3.87 -0.25
S 3.23 -2.19 2.11
F -0.11 -4.96 1.02
C -0.81 -4.28 0.08
C -0.34 -3.08 -0.41
C -1.17 -2.49 -1.34
F -0.85 -1.30 -1.89
C -2.37 -3.03 -1.77
F -3.15 -2.41 -2.69
C -2.79 -4.24 -1.25
F -3.96 -4.79 -1.65
C -2.00 -4.87 -0.31
F -2.42 -6.05 0.21


35
Properties=species:S:1:pos:R:3 method="wB97M-V/def2-TZVPD" max_force_ev_per_a=17.7 spin_multiplicity=1
O -0.85 -0.31 1.94
C -1.25 0.56 1.17
N -0.85 0.44 -0.06
N -0.15 -0.65 -0.66
C 0.23 -0.73 -1.97
N 1.16 -1.78 -2.36
C 1.79 -1.66 -3.66
O 2.23 -2.76 -4.01
C 1.28 -0.58 -4.23
H 0.69 -0.63 -5.14
H 2.33 -0.05 -4.36
S 0.37 0.38 -3.06
C 1.17 -2.94 -1.54
C 1.94 -2.54 0.01
C 2.92 -1.91 0.22
C 3.12 -1.63 1.60
C 1.84 -2.20 1.96
O 1.28 -2.79 0.98
H 1.38 -2.48 3.19
H 3.84 -1.13 2.29
H 3.71 -1.54 -0.47
H 2.21 -3.64 -1.91
H 0.44 -3.46 -1.10
H -0.75 1.21 -0.85
C -2.02 1.47 1.61
C -2.71 2.52 0.69
C -3.42 3.68 0.92
C -3.28 3.88 2.57
C -2.41 3.21 3.22
C -1.84 2.15 2.81
H -1.29 1.36 3.59
H -2.56 3.34 4.29
H -3.80 4.83 2.82
H -3.98 4.20 0.25
F -2.77 2.19 -0.76


38
Properties=species:S:1:pos:R:3 method="wB97M-V/def2-TZVPD" s_squared=6.05 max_force_ev_per_a=0.2 spin_multiplicity=5
Mn 0.07 0.88 0.55
O 2.54 3.92 0.51
C 2.14 2.80 0.38
O 0.86 2.49 0.22
C 3.10 1.61 0.31
C 2.75 0.70 -0.88
C 3.91 -0.23 -1.21
C 3.86 -1.23 -0.03
C 2.67 -0.71 0.77
O 1.78 -0.21 -0.28
C 3.03 0.59 1.51
C 1.99 0.90 2.59
O 2.32 1.24 3.69
O 0.73 0.70 2.24
H 4.10 2.02 0.23
H 2.29 1.21 -1.72
H 4.85 0.31 -1.27
H 3.74 -0.73 -2.16
H 4.76 -1.24 0.58
H 3.67 -2.24 -0.38
H 2.13 -1.44 1.36
H 3.99 0.52 2.01
O -1.07 0.87 -1.11
C -1.86 0.04 -0.57
N -1.43 -0.53 0.55
S -2.64 -1.38 1.32
O -3.05 -0.67 2.49
O -2.29 -2.76 1.39
C -3.81 -1.10 0.00
C -5.10 -1.56 -0.09
C -5.83 -1.17 -1.22
C -5.26 -0.36 -2.20
C -3.96 0.09 -2.08
C -3.24 -0.30 -0.97
H -5.54 -2.18 0.67
H -6.85 -1.51 -1.33
H -5.86 -0.08 -3.06
H -3.51 0.73 -2.83


39
Properties=species:S:1:pos:R:3 method="wB97M-V/def2-TZVPD" s_squared=6.03 max_force_ev_per_a=0.7 charge=+1 spin_multiplicity=5
Pt -0.40 -0.15 -0.09
S 0.59 -1.39 1.50
C 0.56 -0.09 2.67
N 0.42 1.13 2.24
C 0.35 2.01 3.30
C 0.22 3.40 3.21
C 0.18 4.13 4.37
C 0.26 3.51 5.62
C 0.40 2.14 5.74
C 0.44 1.39 4.57
S 0.64 -0.32 4.38
H 0.18 3.87 2.24
H 0.09 5.21 4.32
H 0.23 4.12 6.52
H 0.49 1.67 6.71
C -2.59 2.66 0.88
C -3.15 1.61 -0.02
N -2.52 0.52 -0.40
C -3.32 -0.33 -1.12
C -4.57 0.15 -1.35
S -4.76 1.68 -0.60
C -2.78 -1.63 -1.47
C -3.37 -2.64 -2.17
S -2.32 -3.99 -2.22
C -1.15 -3.14 -1.32
N -1.53 -1.93 -1.01
C 0.15 -3.75 -0.92
H -1.64 2.32 1.27
H -3.27 2.83 1.71
H -2.46 3.60 0.35
H -5.38 -0.32 -1.89
H -4.34 -2.65 -2.63
H 0.34 -4.66 -1.49
H 0.12 -4.02 0.14
H 0.96 -3.05 -1.09
S 0.27 2.32 -0.74
S 0.13 2.58 -2.67
S -0.32 0.64 -3.43
S 0.87 -0.50 -2.30


| no. | calculated total energy (Ha) |
| --- | --- |
| 1 | -5167.325447 |
| 2 | -4672.028700 |
| 3 | -4059.744208 |
| 4 | -1466.301866 |
| 5 | -2784.749920 |
| 6 | -4047.682007 |